The following is a quantum chemistry calculation of C36H51N4NiO11PSSbTe as an isolated structure in a non-equilibrium geometry, from the Open Molecules 2025 dataset.

Each line ends with the Löwdin spin population.
Cartesian coordinates (Å):
Ni 0.43888 0.47082 -0.33096  1.4911
C -2.20955 -4.98075 7.63092  0.0000
C -1.36249 -4.67173 6.41490  0.0000
S -1.24772 -2.86189 6.25914  0.0000
O -1.00658 -2.27309 7.54468  0.0000
O -2.37928 -2.35838 5.51809  0.0000
C 0.21716 -2.47455 5.21229  0.0001
C 0.19686 -0.95642 5.09664  0.0005
N 0.69421 -0.47314 3.82917  0.0017
C -0.05434 -0.13171 2.76544  0.0043
N 0.71053 0.31294 1.76452  0.0479
C 1.99103 0.25824 2.19764  0.0007
C 2.00641 -0.24810 3.47755  0.0006
N 3.14056 -0.51347 4.27665  0.0002
O 4.21292 -0.20656 3.79837  -0.0001
O 2.97638 -1.03008 5.36129  0.0001
C -1.52953 -0.18406 2.75984  0.0000
H -2.26762 -6.05426 7.80213  0.0000
H -3.21424 -4.58855 7.49287  0.0000
H -1.77573 -4.50363 8.50719  0.0000
H -1.80672 -5.03089 5.49224  0.0000
H -0.34747 -5.04188 6.52279  0.0000
H 0.05066 -2.96607 4.25854  0.0000
H 1.11737 -2.83662 5.69617  0.0000
H 0.78576 -0.51676 5.90365  0.0000
H -0.84052 -0.63057 5.19984  0.0000
H 2.83327 0.56644 1.60967  -0.0003
H -1.93784 0.60860 3.38806  0.0000
H -1.88295 -1.13089 3.16468  -0.0001
H -1.88965 -0.05676 1.74155  0.0001
C 4.67577 0.81571 -1.18157  0.0004
O 3.79861 0.00069 -0.42274  0.0083
P 2.35133 -0.49057 -0.91503  0.0325
O 2.85941 -1.19541 -2.29384  0.0204
C 1.97091 -1.87907 -3.15270  0.0048
O 2.12830 -1.71140 0.09861  0.0109
C 3.19084 -2.61447 0.41981  0.0031
H 5.62070 0.80921 -0.63879  0.0001
H 4.29963 1.84041 -1.24845  0.0001
H 4.81446 0.40105 -2.18021  0.0001
H 2.40957 -1.85577 -4.15123  0.0000
H 0.98593 -1.39301 -3.15483  0.0038
H 1.84664 -2.91435 -2.82795  0.0008
H 3.75894 -2.21826 1.26076  0.0003
H 3.84988 -2.74810 -0.43737  0.0003
H 2.73245 -3.56379 0.69152  0.0001
Te -0.45774 0.98809 -2.80838  0.1243
C 0.99133 2.34732 -3.67051  0.0149
C 0.55282 3.60392 -4.07045  0.0043
C 1.42132 4.48879 -4.68845  0.0012
C 2.73657 4.11889 -4.91320  -0.0006
C 3.18142 2.86806 -4.51935  0.0001
C 2.31060 1.98503 -3.89906  0.0003
C -1.15303 0.49772 -4.79804  0.0348
C -2.31792 1.13207 -5.19923  0.0078
C -2.86981 0.85235 -6.43758  0.0022
C -2.26953 -0.07763 -7.26853  -0.0003
C -1.10625 -0.70934 -6.86659  0.0005
C -0.53945 -0.41943 -5.63473  0.0024
H -0.48133 3.88711 -3.91939  0.0009
H 1.06861 5.46212 -5.00029  0.0002
H 3.40866 4.80639 -5.40319  0.0000
H 4.20480 2.57818 -4.70436  0.0000
H 2.65271 1.00045 -3.60299  0.0001
H -2.79774 1.83809 -4.53345  0.0014
H -3.77780 1.34659 -6.74566  0.0003
H -2.70548 -0.30804 -8.22863  0.0000
H -0.64175 -1.44525 -7.50570  0.0001
H 0.36493 -0.92570 -5.33106  0.0002
C -2.93831 2.92670 -0.54797  0.0009
C -1.73317 3.72814 -1.01059  0.0220
Sb 0.12198 2.90075 -0.17189  0.0444
C 1.68814 4.34851 -0.73005  0.0057
C 1.14312 5.67488 -1.21159  0.0017
C -0.27662 3.45285 1.92595  0.0087
C -0.65086 4.90437 2.13022  0.0031
H -3.84781 3.33317 -0.98983  0.0003
H -3.04673 2.96117 0.53681  0.0000
H -2.85593 1.88069 -0.86249  0.0001
H -1.80539 4.76985 -0.70248  0.0020
H -1.65363 3.68188 -2.09765  0.0013
H 2.30837 3.89164 -1.50150  0.0002
H 2.28742 4.46695 0.17226  0.0001
H 0.66268 5.56434 -2.18017  0.0000
H 1.95901 6.38743 -1.32191  0.0004
H 0.42785 6.09306 -0.50875  0.0001
H 0.61984 3.20277 2.49432  -0.0001
H -1.08516 2.79995 2.25914  -0.0001
H 0.14982 5.56668 1.81533  0.0001
H -0.83863 5.08680 3.18733  0.0008
H -1.55432 5.16360 1.58529  0.0002
O -1.71051 -1.10321 -2.52939  0.0324
C -1.64237 -1.43993 -1.32455  0.0052
O -1.22308 -0.69040 -0.41127  0.0393
C -2.10755 -2.80501 -0.92517  0.0024
C -2.82315 -3.63803 -1.78161  0.0004
C -3.32871 -4.83881 -1.30419  0.0001
C -3.10998 -5.22684 0.00801  0.0002
C -2.34675 -4.40750 0.83585  0.0000
C -1.85171 -3.20018 0.37762  0.0002
N -2.06219 -4.78070 2.19569  0.0000
O -2.61305 -5.75399 2.65254  0.0000
O -1.26649 -4.08936 2.80893  0.0000
H -2.98697 -3.33421 -2.80611  0.0000
H -3.90945 -5.46992 -1.95966  0.0000
H -3.51308 -6.14796 0.40112  0.0000
H -1.27574 -2.55503 1.01967  -0.0001

## Properties
HOMO (alpha / beta), eV: -10.66 / -10.89
Multiplicity: 3
Charge: +1
Frontier orbital gap (alpha / beta), eV: 7.73 / 7.05
Energy above the lowest of the compared OMol25 structures with the same formula, charge and spin, kcal/mol: 30.1
Strongest force on any atom, eV/A: 2.7
Lowest unoccupied orbital energy (alpha / beta), eV: -2.93 / -3.84